15
Properties=species:S:1:pos:R:3 method="wB97M-V/def2-TZVPD" max_force_ev_per_a=1.96 total_charge=0 lumo_ev=0.826 e_tot_ha=-382.83696 e_homo_ha=-0.3736
O -0.41906 -0.98546 0.67228
C 0.06976 -0.04314 1.67226
C 0.76532 0.91141 0.70385
C 0.11618 0.26846 -0.53704
O 0.77214 -0.61816 -1.18746
C -1.07813 0.86624 -1.23976
O -1.72579 -0.12009 -1.99340
H 0.40964 -1.29290 -0.07643
H 0.73188 -0.51101 2.41746
H -0.80492 0.40739 2.17773
H 1.84144 0.71990 0.68008
H 0.57077 1.97964 0.82775
H -1.77614 1.29949 -0.51660
H -0.70214 1.69116 -1.88116
H -0.99864 -0.67632 -2.32928

17
Properties=species:S:1:pos:R:3 method="wB97M-V/def2-TZVPD" max_force_ev_per_a=2.95 total_charge=0 lumo_ev=0.880 e_tot_ha=-346.84813 e_homo_ha=-0.3259
C 2.15897 0.85696 -0.23533
O 1.10199 -0.02998 -0.63917
C 0.19277 -1.08144 0.36290
C -0.62810 -0.70179 1.57632
C -1.26862 -0.94727 0.20987
C -1.63874 0.49667 -0.56485
O -0.95464 0.64696 -1.73388
H 3.09041 0.62195 -0.77623
H 2.32918 0.72928 0.83020
H 1.93317 1.92028 -0.43459
H 0.84138 -1.94433 0.28582
H -0.67876 -1.37079 2.44919
H -0.65186 0.34680 1.87301
H -1.93605 -1.78838 -0.04096
H -2.74478 0.51876 -0.65588
H -1.31943 1.23160 0.19610
H 0.16401 0.51729 -1.36394

12
Properties=species:S:1:pos:R:3 method="wB97M-V/def2-TZVPD" max_force_ev_per_a=5.26 total_charge=0 lumo_ev=1.012 e_tot_ha=-194.28797 e_homo_ha=-0.3717 smiles="CC=O.C"
C -2.50193 -3.02126 -0.69472
C -1.10586 -2.53867 -0.84624
O -0.85440 -1.48123 -1.35832
H -2.80376 -3.24108 0.28477
H -2.73353 -4.10118 -1.10770
H -3.38163 -2.47098 -1.15315
H -0.35714 -3.30122 -0.56388
C 3.78551 5.84013 2.25165
H 2.98480 6.50663 2.43365
H 4.01751 5.79265 1.30300
H 3.44904 4.82540 2.44615
H 4.59362 6.15847 2.95956